Entry w
The following is a quantum chemistry calculation of a cluster of 3 separate species, C4H12NO in total, from the Open Molecules 2025 dataset.

Summary:
gap between HOMO and LUMO = 3.84 eV
highest occupied orbital energy = -13.81 eV
net charge = +1
LUMO = -0.366 Ha

Atoms and positions in Å:
C1 2.052 2.044 -0.679
O1 -1.206 0.202 0.293
C2 1.327 0.949 -0.310
C3 1.735 -0.527 -0.363
C4 0.883 -1.400 -1.367
N1 -3.599 -0.915 1.999
H1 2.976 1.867 -1.123
H2 1.768 3.011 -0.408
H3 -1.696 1.052 0.238
H4 0.279 0.814 0.082
H5 2.722 -0.612 -0.870
H6 1.574 -1.068 0.681
H7 1.318 -2.336 -1.395
H8 -0.223 -1.386 -1.009
H9 0.850 -0.963 -2.342
H10 -4.531 -0.545 1.916
H11 -3.240 -0.818 2.958
H12 -2.942 -0.624 1.249

These are the natural (NBO) partial charges, in e, on atoms 1 to 5: -0.2752, -0.5256, 0.0441, -0.4572, -0.5901

Entry x
The following is a quantum chemistry calculation of a cluster of 2 separate species, C4H12NO in total, from the Open Molecules 2025 dataset.

Summary:
gap between HOMO and LUMO = 10.99 eV
highest occupied orbital energy = -14.47 eV
net charge = +1
LUMO = -0.128 Ha

Atoms and positions in Å:
C1 -1.280 2.142 0.624
C2 -1.077 0.606 0.522
C3 0.299 0.354 -0.131
C4 0.611 0.560 -1.403
N1 1.306 -0.406 0.672
H1 -0.767 2.548 1.521
H2 -1.029 2.461 -0.380
H3 -2.331 2.444 0.726
H4 -0.993 0.079 1.508
H5 -1.805 0.124 -0.130
H6 -0.066 0.920 -2.248
H7 1.672 0.561 -1.707
H8 1.578 -1.196 0.086
H9 0.810 -0.871 1.473
H10 2.180 0.094 0.836
H11 0.828 -3.778 -0.180
H12 -0.193 -3.557 -1.250
O1 0.258 -3.086 -0.539

These are the natural (NBO) partial charges, in e, on atoms 1 to 5: -0.6088, -0.4339, 0.1383, -0.3737, -0.7147

Quick one: least stable of them? entry w

Entry w
The following is a quantum chemistry calculation of a cluster of 2 separate species, C2H4N2S2 in total, from the Open Molecules 2025 dataset.

Summary:
gap between HOMO and LUMO = 8.36 eV
highest occupied orbital energy = -8.53 eV
net charge = 0
LUMO = -0.006 Ha
SMILES string = C=[N+]([S-])S.C#N

Atoms and positions in Å:
C1 -1.631 -0.362 -1.216
C2 0.151 0.368 1.219
N1 -1.970 0.367 -0.390
N2 0.795 -0.125 0.189
S1 0.610 -1.605 -0.506
S2 1.908 1.041 -0.593
H1 -1.301 -0.955 -1.909
H2 0.063 1.438 1.428
H3 -0.450 -0.310 1.707
H4 2.662 -0.011 -1.226

These are the natural (NBO) partial charges, in e, on atoms 1 to 5: 0.1060, -0.0537, -0.3851, -0.5409, -0.1040

Entry x
The following is a quantum chemistry calculation of an isolated molecule of C2H4N2S2, from the Open Molecules 2025 dataset.

Summary:
gap between HOMO and LUMO = 8.26 eV
highest occupied orbital energy = -8.90 eV
net charge = 0
LUMO = -0.024 Ha
SMILES string = [H]/N=C(\N)C(=S)S

Atoms and positions in Å:
C1 0.184 -0.199 -0.113
C2 -0.740 0.903 0.477
H1 -1.462 -1.156 -1.013
H2 0.098 -1.903 -1.398
H3 2.014 -0.885 -0.032
H4 1.266 1.668 0.939
N1 -0.429 -1.123 -0.944
N2 1.387 -0.165 0.336
S1 0.032 2.217 1.240
S2 -2.350 0.644 0.507

These are the natural (NBO) partial charges, in e, on atoms 1 to 5: 0.3941, -0.3651, 0.4274, 0.4045, 0.3549

Quick one: least stable of them? entry w

Entry w
The following is a quantum chemistry calculation of a structure of composition C2H4N2S2, from the Open Molecules 2025 dataset.

Summary:
gap between HOMO and LUMO (spin up / spin down) = 7.94 / 7.94 eV
highest occupied orbital energy (spin up / spin down) = -8.78 / -8.78 eV
net charge = 0
LUMO (spin up / spin down) = -0.031 / -0.031 Ha

Atoms and positions in Å:
C1 0.923 -1.106 -0.060
C2 -0.185 1.084 -0.034
N1 -0.540 -1.170 0.081
N2 -1.095 -0.041 0.068
S1 -2.648 0.346 0.566
S2 1.401 0.520 0.610
H1 1.488 -2.003 0.564
H2 1.122 -1.196 -1.120
H3 -0.007 1.633 -1.265
H4 -0.460 1.933 0.589

These are the natural (NBO) partial charges, in e, on atoms 1 to 5: -0.4213, -0.4144, -0.1268, -0.1867, -0.0479

Entry x
The following is a quantum chemistry calculation of a structure of composition C2H4N2S2, from the Open Molecules 2025 dataset.

Summary:
gap between HOMO and LUMO = 7.97 eV
highest occupied orbital energy = -8.97 eV
net charge = 0
LUMO = -0.037 Ha

Atoms and positions in Å:
C1 0.352 -0.906 1.480
C2 -0.787 0.967 -1.836
H1 -0.252 -2.231 0.085
H2 0.954 -0.617 2.702
H3 0.345 1.327 1.216
H4 -1.526 0.891 -1.087
N1 0.088 -2.118 1.168
N2 0.572 0.417 0.623
S1 0.774 0.511 -0.984
S2 -0.520 1.758 -3.367

These are the natural (NBO) partial charges, in e, on atoms 1 to 5: 0.2924, -0.4187, 0.3622, 0.1783, 0.4147

Quick one: least stable of them? entry x

Entry w
The following is a quantum chemistry calculation of an isolated molecule of C2H4N2S2, from the Open Molecules 2025 dataset.

Summary:
gap between HOMO and LUMO = 8.04 eV
highest occupied orbital energy = -8.74 eV
net charge = 0
LUMO = -0.026 Ha
SMILES string = NC(=S)C(N)=S

Atoms and positions in Å:
C1 -0.614 -0.424 0.496
C2 0.342 0.185 -0.568
H1 -2.001 0.443 1.532
H2 -1.563 1.249 0.123
H3 2.385 -0.014 -1.383
H4 1.673 -1.369 -0.278
N1 -1.272 0.662 0.862
N2 1.609 -0.462 -0.675
S1 -0.661 -1.737 1.389
S2 0.102 1.468 -1.499

These are the natural (NBO) partial charges, in e, on atoms 1 to 5: -0.0013, 0.0153, 0.3895, 0.4036, 0.4315

Entry x
The following is a quantum chemistry calculation of a cluster of 2 separate species, C2H4N2S2 in total, from the Open Molecules 2025 dataset.

Summary:
gap between HOMO and LUMO (spin up / spin down) = 7.15 / 7.15 eV
highest occupied orbital energy (spin up / spin down) = -7.92 / -7.93 eV
net charge = 0
LUMO (spin up / spin down) = -0.028 / -0.028 Ha

Atoms and positions in Å:
C1 0.364 1.319 -0.432
C2 0.498 -0.803 -0.462
N1 1.154 0.290 -0.332
N2 -0.834 -0.844 -0.663
S1 -1.288 0.884 -0.760
S2 -1.909 -1.980 -0.747
H1 0.678 2.304 -0.329
H2 0.228 0.280 1.690
H3 0.968 -1.858 -0.411
H4 0.142 0.408 2.446

These are the natural (NBO) partial charges, in e, on atoms 1 to 5: -0.1331, 0.1797, -0.4281, -0.5791, 0.5581

Entry y
The following is a quantum chemistry calculation of an isolated molecule of C2H4N2S2, from the Open Molecules 2025 dataset.

Summary:
gap between HOMO and LUMO = 8.02 eV
highest occupied orbital energy = -8.73 eV
net charge = 0
LUMO = -0.026 Ha
SMILES string = N/N=C/C(=S)S

Atoms and positions in Å:
C1 0.815 -0.630 -0.055
C2 -0.586 -0.124 -0.040
H1 3.744 0.335 0.278
H2 3.269 -1.290 0.341
H3 0.926 -1.750 -0.041
H4 -2.126 1.618 0.091
N1 3.062 -0.336 -0.008
N2 1.834 0.203 -0.074
S1 -0.779 1.641 0.012
S2 -1.811 -1.233 0.018

These are the natural (NBO) partial charges, in e, on atoms 1 to 5: -0.1013, -0.3034, 0.3766, 0.3615, 0.1916

Quick one: least stable of them? entry x

Entry w
The following is a quantum chemistry calculation of the ion C4H8IN2 with charge +1, from the Open Molecules 2025 dataset.

Summary:
gap between HOMO and LUMO = 9.05 eV
highest occupied orbital energy = -13.22 eV
net charge = +1
LUMO = -0.153 Ha
SMILES string = C[C@@]1(I)C[NH+]=CN1

Atoms and positions in Å:
C1 -1.450 -1.177 0.424
C2 -0.843 0.804 -0.496
C3 0.078 0.472 0.670
C4 1.867 0.457 0.263
N1 -0.376 -0.845 1.099
N2 -1.788 -0.216 -0.447
I1 -0.126 1.864 2.418
H1 -2.104 -2.060 0.671
H2 -1.174 1.752 -0.376
H3 -0.307 0.717 -1.456
H4 2.207 1.472 0.034
H5 1.817 -0.108 -0.608
H6 2.349 -0.039 1.164
H7 0.127 -1.543 1.655
H8 -2.533 -0.377 -1.198

These are the natural (NBO) partial charges, in e, on atoms 1 to 5: 0.3767, -0.3054, 0.0592, -0.5399, -0.5713

Entry x
The following is a quantum chemistry calculation of the ion C4H8IN2 with charge +1, from the Open Molecules 2025 dataset.

Summary:
gap between HOMO and LUMO (spin up / spin down) = 6.65 / 6.65 eV
highest occupied orbital energy (spin up / spin down) = -12.52 / -12.52 eV
net charge = +1
LUMO (spin up / spin down) = -0.216 / -0.216 Ha

Atoms and positions in Å:
C1 1.372 -2.271 -0.537
C2 -0.663 -1.300 0.322
C3 -1.886 -0.856 0.869
C4 0.776 2.079 -0.054
N1 0.183 -1.928 -0.232
N2 1.416 1.131 0.704
I1 2.778 -0.115 0.024
H1 1.929 -3.013 0.190
H2 1.569 -2.283 -1.644
H3 -2.590 -1.471 0.381
H4 -1.940 0.222 0.904
H5 -2.042 -1.203 1.935
H6 1.282 2.922 -0.401
H7 0.102 1.614 -0.815
H8 -0.006 2.550 0.572

These are the natural (NBO) partial charges, in e, on atoms 1 to 5: -0.3383, 0.6011, -0.7573, -0.4907, -0.2945

Quick one: least stable of them? entry x